[1]
{
  "formula": "CH4NO2",
  "method": "ωB97M-V/def2-TZVPD",
  "relative_energy_ev": 3.753,
  "max_force_ev_per_a": 5.48,
  "e_homo_ha": -0.0419,
  "homo_lumo_gap_ha": 0.2269,
  "lumo_energy_ha": 0.1851,
  "charge": -1,
  "energy_ev": -6684.740,
  "elements": ["O", "H", "C", "N", "O", "H", "H", "H"],
  "coordinates": [[-1.77983, 0.51997, -1.24305], [-2.12925, -0.35757, -0.99119], [0.74112, -0.27446, -0.21437], [0.91903, -0.22110, 1.24943], [1.03717, 0.31720, -1.31224], [-0.73958, 0.37631, -0.93286], [0.20826, -0.59152, 1.81484], [1.74308, 0.23118, 1.62943]],
  "atomic_forces_ev_per_a": [[2.02, -0.80, 0.93], [0.32, 0.66, -0.17], [-3.69, -1.99, -1.40], [2.99, 2.13, -4.06], [2.11, -0.01, 4.65], [-3.30, 0.14, -1.05], [-0.61, -0.60, 0.20], [0.15, 0.47, 0.90]],
  "nbo_charge": [-1.04, 0.44, 0.14, -0.98, -0.72, 0.47, 0.39, 0.30]
}

***

[2]
{
  "formula": "C42H109N8NiO18S",
  "method": "ωB97M-V/def2-TZVPD",
  "max_force_ev_per_a": 4.01,
  "e_homo_ha": [-0.3561, -0.3561],
  "homo_lumo_gap_ha": [0.1814, 0.1839],
  "lumo_energy_ha": [-0.1747, -0.1722],
  "spin_multiplicity": 3,
  "charge": 1,
  "energy_ev": -145950.314,
  "s_squared": 2.013,
  "elements": ["N", "H", "H", "H", "H", "Ni", "S", "O", "O", "O", "O", "C", "O", "C", "C", "N", "C", "C", "O", "C", "H", "H", "H", "H", "H", "H", "H", "H", "H", "H", "H", "H", "H", "H", "H", "C", "O", "C", "C", "N", "C", "C", "O", "C", "H", "H", "H", "H", "H", "H", "H", "H", "H", "H", "H", "H", "H", "H", "H", "C", "O", "C", "C", "N", "C", "C", "O", "C", "H", "H", "H", "H", "H", "H", "H", "H", "H", "H", "H", "H", "H", "H", "H", "C", "O", "C", "C", "N", "C", "C", "O", "C", "H", "H", "H", "H", "H", "H", "H", "H", "H", "H", "H", "H", "H", "H", "H", "C", "O", "C", "C", "N", "C", "C", "O", "C", "H", "H", "H", "H", "H", "H", "H", "H", "H", "H", "H", "H", "H", "H", "H", "C", "O", "C", "C", "N", "C", "C", "O", "C", "H", "H", "H", "H", "H", "H", "H", "H", "H", "H", "H", "H", "H", "H", "H", "C", "O", "C", "C", "N", "C", "C", "O", "C", "H", "H", "H", "H", "H", "H", "H", "H", "H", "H", "H", "H", "H", "H", "H"],
  "coordinates": [[-1.35325, -4.52145, -2.18780], [-0.57052, -4.86300, -2.72704], [-1.66709, -5.17065, -1.48059], [-1.98817, -4.29103, -2.93872], [-1.11454, -3.63752, -1.76143], [0.36031, 3.68119, 3.11186], [-0.95783, 1.28031, -0.19923], [-1.65226, 1.63512, 1.06342], [0.20115, 2.10373, 0.03922], [-0.56028, -0.10422, -0.15760], [-1.67811, 1.63227, -1.41633], [4.14882, 3.75940, 5.21953], [3.70593, 3.03781, 4.10466], [4.57347, 1.98396, 3.74281], [4.13742, 0.76438, 4.63610], [2.74199, 0.39260, 4.43533], [2.29555, -0.49060, 5.55194], [3.04442, -1.80185, 5.69571], [4.16202, -1.60762, 6.56972], [4.92503, -2.79936, 6.73203], [4.04988, 3.17135, 6.13195], [3.54434, 4.65730, 5.34791], [5.17592, 4.07739, 5.04053], [5.60977, 2.31123, 3.82694], [4.35755, 1.63572, 2.73276], [4.35602, 1.09895, 5.65019], [4.81585, -0.06326, 4.42913], [2.68156, -0.11823, 3.56613], [1.27886, -0.80016, 5.30987], [2.20186, 0.02964, 6.50519], [3.21737, -2.29934, 4.74141], [2.37571, -2.45995, 6.25054], [4.42742, -3.61642, 7.25443], [5.84027, -2.56861, 7.27718], [5.24996, -3.10042, 5.73609], [-8.29703, 4.58760, -0.81941], [-7.73828, 5.24304, -1.92400], [-6.80477, 4.50003, -2.65469], [-6.07105, 5.32756, -3.67484], [-5.25319, 4.37863, -4.43052], [-4.41869, 4.98154, -5.44815], [-3.07239, 5.63034, -4.92250], [-2.47604, 6.49601, -5.92735], [-2.00433, 5.76623, -7.07588], [-7.54274, 4.33099, -0.07558], [-8.85040, 3.68702, -1.08558], [-9.00094, 5.30508, -0.39772], [-7.31339, 3.65834, -3.12474], [-6.12040, 4.04901, -1.93613], [-5.43710, 6.10183, -3.24274], [-6.70659, 5.90909, -4.34269], [-4.53738, 4.01275, -3.81909], [-5.01492, 5.69085, -6.02217], [-4.31843, 4.20019, -6.20150], [-2.42984, 4.87589, -4.46859], [-3.36815, 6.26925, -4.09037], [-1.38754, 6.41080, -7.70213], [-2.80413, 5.33305, -7.67651], [-1.41582, 4.91014, -6.74594], [-8.57296, -0.79500, 7.90448], [-7.56600, -0.60104, 6.86628], [-7.72141, 0.62845, 6.11316], [-6.48243, 0.77480, 5.21308], [-6.60278, 0.27107, 3.83869], [-6.90705, -1.09448, 3.70914], [-6.77495, -1.53755, 2.21633], [-7.37342, -2.86778, 2.22183], [-7.40085, -3.53289, 0.96410], [-8.53108, -1.78131, 8.36658], [-9.61922, -0.74236, 7.60340], [-8.38840, -0.09231, 8.71705], [-7.71236, 1.44695, 6.83295], [-8.65512, 0.64802, 5.55111], [-5.54593, 0.32336, 5.54060], [-6.30337, 1.84921, 5.17214], [-5.74579, 0.41452, 3.32382], [-7.93844, -1.23703, 4.03164], [-6.29484, -1.76845, 4.30836], [-5.76705, -1.44023, 1.81289], [-7.36413, -0.91455, 1.54340], [-6.43083, -3.69172, 0.49300], [-7.98640, -2.85091, 0.34755], [-7.82443, -4.52819, 1.09850], [-3.02410, -5.89150, -6.74923], [-3.12041, -4.53334, -6.21601], [-3.09604, -3.54491, -7.24361], [-3.03410, -2.08442, -6.62302], [-1.67458, -1.76654, -6.08592], [-0.76714, -1.33066, -7.13743], [0.63300, -1.19629, -6.63493], [1.61224, -0.98913, -7.69881], [2.96753, -0.96654, -7.24691], [-3.05388, -6.64714, -5.96423], [-2.06573, -6.07835, -7.23370], [-3.78928, -6.11846, -7.49157], [-3.98672, -3.58686, -7.87052], [-2.26858, -3.61194, -7.94993], [-3.89427, -1.97650, -5.96228], [-3.16199, -1.40232, -7.46353], [-1.74516, -1.05185, -5.37576], [-1.16583, -0.41934, -7.58313], [-0.71417, -2.06678, -7.93957], [0.80017, -2.11697, -6.07590], [0.75381, -0.34958, -5.95920], [3.17627, -1.91974, -6.76118], [3.32227, -0.14592, -6.62333], [3.57921, -0.92847, -8.14829], [12.75637, -0.98226, -5.58556], [11.95669, -0.59641, -4.49784], [11.28102, 0.65125, -4.73701], [10.38071, 0.99359, -3.46879], [9.34577, -0.00702, -3.30279], [8.27948, 0.45577, -2.46128], [7.32309, -0.69992, -2.21034], [7.88875, -1.58682, -1.25382], [7.04930, -2.71276, -0.99552], [12.12834, -1.25099, -6.43494], [13.41527, -1.80605, -5.31112], [13.41372, -0.16844, -5.89164], [10.72133, 0.56718, -5.66856], [11.97182, 1.49261, -4.79182], [9.86803, 1.93771, -3.65288], [10.96750, 1.06923, -2.55334], [9.81744, -0.85990, -3.03783], [7.74761, 1.28670, -2.92471], [8.73378, 0.73533, -1.51072], [7.18182, -1.28690, -3.11786], [6.32092, -0.38851, -1.91577], [7.35724, -3.28658, -0.12145], [7.03199, -3.38335, -1.85466], [6.04495, -2.37990, -0.73362], [-3.60658, 10.54603, 2.80787], [-2.82118, 9.44800, 2.64852], [-3.08001, 8.74957, 1.40141], [-2.27906, 7.46795, 1.49695], [-0.85514, 7.80731, 1.70767], [-0.26043, 8.27056, 0.45850], [1.05375, 9.05704, 0.63071], [0.73271, 10.07250, 1.50125], [1.82801, 10.75777, 2.06982], [-4.65868, 10.40747, 2.55892], [-3.23629, 11.36572, 2.19216], [-3.50747, 10.84814, 3.85047], [-2.83767, 9.42753, 0.58303], [-4.13037, 8.50035, 1.25067], [-2.49250, 6.87034, 0.61072], [-2.60083, 6.87777, 2.35500], [-0.94271, 8.60069, 2.32652], [-0.80485, 8.95101, -0.19626], [0.00517, 7.40653, -0.15060], [1.31320, 9.40641, -0.36866], [1.90882, 8.46525, 0.95743], [1.41562, 11.70080, 2.42858], [2.64234, 11.02710, 1.39719], [2.19666, 10.34799, 3.01018], [-1.34953, -9.89557, 1.67133], [-0.80589, -8.59239, 1.68412], [-0.46070, -8.00394, 2.95657], [0.45998, -8.90898, 3.78024], [1.82879, -9.01092, 3.20991], [2.82475, -9.65704, 3.98762], [2.59529, -11.16200, 4.46316], [3.68862, -11.72079, 5.20480], [4.76206, -12.15249, 4.33527], [-0.63812, -10.67305, 1.94977], [-1.82853, -10.16995, 0.73145], [-2.17744, -9.92602, 2.37966], [-1.40753, -7.84530, 3.47276], [-0.08048, -6.99433, 2.80093], [-0.05289, -9.85804, 3.93627], [0.52549, -8.42336, 4.75388], [1.84374, -9.49972, 2.32620], [3.02043, -9.08354, 4.89366], [3.61431, -9.60331, 3.23808], [2.39429, -11.77441, 3.58415], [1.71002, -11.23537, 5.09483], [5.71446, -12.28651, 4.84817], [5.03527, -11.37905, 3.61745], [4.49130, -13.06757, 3.80858]],
  "atomic_forces_ev_per_a": [[0.43, 0.66, -0.78], [0.85, -0.42, 0.30], [-0.40, -0.42, 0.00], [-1.29, -0.12, -0.11], [0.37, 0.57, 0.44], [0.18, -0.42, -0.50], [-1.79, -2.34, -2.72], [-0.90, 0.84, 1.32], [2.73, 2.71, 0.85], [-0.08, -1.16, -0.07], [0.21, 0.08, 1.08], [0.10, 0.18, 0.10], [-0.64, 0.79, -1.08], [-1.67, -1.61, 0.73], [1.63, 1.05, -0.58], [0.23, 0.24, 1.42], [-0.52, -0.29, -1.56], [-0.34, 0.32, 2.05], [0.17, -0.49, -0.53], [0.56, 0.61, -0.53], [0.27, -0.01, 0.17], [-0.12, -0.05, -0.19], [0.21, 0.04, 0.36], [0.13, -0.35, 0.15], [0.03, 0.71, -0.35], [-0.49, -0.45, 0.25], [0.19, -0.19, 0.09], [-0.17, -0.16, -0.10], [-0.23, 0.15, -0.13], [0.48, 0.18, -0.11], [0.68, 0.17, -0.23], [-0.31, -0.37, -0.07], [-0.42, 0.06, -0.07], [-0.18, 0.24, 0.15], [-0.01, -0.52, -0.07], [-0.21, 0.40, -0.03], [-0.17, 0.86, -0.22], [-0.56, -0.31, 0.67], [0.69, 0.07, -0.15], [0.46, 0.28, 0.09], [0.14, 0.19, -1.03], [-1.77, 0.56, -1.25], [0.03, -1.24, 0.35], [-0.13, -0.21, 0.73], [0.17, -0.06, 0.14], [-0.01, -0.21, -0.20], [0.03, -0.15, 0.18], [-0.02, -0.10, -0.43], [0.58, -0.08, 0.01], [-0.02, 0.11, 0.67], [-0.43, -0.51, -0.14], [-0.38, -0.63, 0.75], [0.13, 0.63, 0.30], [0.94, -0.16, 0.00], [0.53, -0.19, -0.53], [0.13, 0.33, -0.13], [-0.14, 0.13, 0.24], [-0.30, 0.30, -0.05], [0.34, -0.03, 0.06], [0.66, 0.21, -0.15], [-1.49, -0.24, 0.35], [1.27, -1.31, 0.80], [0.18, 0.24, -0.92], [-0.26, 1.57, -0.37], [-0.62, -1.23, -1.19], [-1.78, -0.75, 0.98], [1.56, 0.10, -0.03], [-0.17, 1.01, 0.48], [0.76, -0.18, -0.42], [0.04, 0.51, -0.63], [-0.12, 0.29, -0.02], [-0.14, 0.22, 0.00], [-0.02, -0.05, -0.17], [-0.27, -0.10, 1.41], [0.10, 0.09, -0.31], [0.22, 0.59, 0.23], [-0.06, -0.35, -0.15], [0.28, -0.19, 0.24], [0.47, -0.69, 0.27], [-0.36, 0.31, 0.14], [0.42, 0.26, 0.15], [-0.27, -0.59, -0.74], [-0.38, 0.30, 0.04], [0.36, 0.69, 0.00], [0.31, -1.16, -0.68], [-0.07, 1.66, 0.65], [1.09, -1.32, -1.10], [-0.89, -0.99, 0.61], [-0.46, 0.23, -0.79], [1.49, 0.68, -0.09], [-0.88, 0.02, 0.91], [-0.18, -0.85, -0.75], [-0.41, 0.45, 0.36], [0.24, 0.43, -0.18], [-0.27, 0.22, 0.11], [-0.36, -0.19, 0.12], [0.43, -0.55, 0.24], [0.51, 0.21, 0.49], [-0.59, 0.03, -0.25], [-0.05, 0.15, 0.00], [0.26, 0.34, -0.25], [-0.26, -0.19, 0.00], [0.58, -0.19, 0.05], [-0.20, 0.05, 0.34], [0.20, -0.04, 0.28], [-0.71, 0.28, 0.27], [-0.10, -0.03, -0.05], [0.17, 0.27, -0.17], [-0.31, 0.75, 0.43], [-0.30, -0.14, 2.04], [0.06, -0.95, -1.85], [0.53, 0.31, -1.51], [0.14, -1.54, 0.61], [-0.03, -0.54, -0.07], [-0.17, -0.36, 0.72], [0.09, 0.52, 0.00], [0.01, -0.18, -0.20], [-0.35, -0.12, 0.17], [0.08, 0.23, -0.11], [-0.37, 0.16, 0.10], [0.50, -0.09, -0.35], [0.26, 0.23, -0.08], [0.52, 0.27, -0.05], [-0.56, -0.23, 0.45], [0.13, 0.07, -0.02], [-0.52, 0.54, 0.55], [0.03, 0.18, -0.50], [-0.09, 0.30, 0.40], [0.66, 0.26, -0.09], [-0.17, -0.04, -0.15], [-0.33, 0.10, -0.31], [-0.35, 1.81, 0.48], [0.01, -2.36, -1.14], [-0.12, 0.18, 1.09], [0.30, 0.44, -0.17], [-0.44, -0.27, -0.90], [1.84, -0.26, -0.42], [-0.70, -1.27, -0.36], [0.61, 1.00, 0.74], [-0.66, 1.32, 0.73], [-0.18, -0.29, 0.07], [-0.03, 0.34, -0.18], [-0.22, 0.13, 0.00], [0.44, -0.17, -0.23], [-0.36, 0.12, 0.46], [0.49, -0.12, -0.15], [-0.28, 0.17, 0.07], [0.55, 0.25, 0.30], [-0.96, -0.06, 0.29], [-0.24, -0.20, -0.13], [0.16, 0.38, -0.20], [-0.01, -0.29, 0.45], [-0.07, 0.25, -0.25], [-0.01, -0.43, -0.28], [0.24, -0.87, -0.24], [-0.61, 0.17, 1.10], [0.71, 0.67, -0.98], [-0.66, -1.31, -0.30], [0.43, 0.82, -0.44], [-2.28, 0.17, -0.12], [0.66, -1.28, 0.83], [0.37, 0.67, -0.38], [0.48, 0.26, -0.84], [-0.24, 0.65, 0.07], [0.18, -0.01, -0.08], [0.52, 0.53, -0.36], [-0.12, -0.22, 0.40], [-0.14, -0.22, 0.50], [0.45, -0.30, -0.42], [0.07, -0.22, 0.04], [0.27, -0.09, 0.19], [-0.66, 0.24, -0.36], [0.40, 0.15, -0.09], [0.99, -0.32, 0.90], [-0.02, -0.19, -0.27], [0.11, 0.12, 0.19], [-0.46, -0.28, 0.71], [-0.41, 0.12, -0.32], [-0.05, -0.06, -0.01]],
  "lowdin_charge": [0.36, 0.16, 0.16, 0.15, 0.16, 0.90, 0.17, -0.22, -0.22, -0.35, -0.33, -0.11, -0.23, -0.19, -0.22, -0.05, -0.19, -0.23, -0.20, -0.10, 0.09, 0.09, 0.09, 0.12, 0.12, 0.11, 0.11, 0.10, 0.11, 0.13, 0.12, 0.12, 0.09, 0.09, 0.08, -0.12, -0.19, -0.24, -0.20, -0.08, -0.22, -0.17, -0.19, -0.11, 0.08, 0.09, 0.09, 0.12, 0.12, 0.11, 0.13, 0.10, 0.12, 0.10, 0.12, 0.11, 0.09, 0.07, 0.08, -0.09, -0.21, -0.19, -0.18, -0.10, -0.24, -0.17, -0.21, -0.11, 0.08, 0.08, 0.08, 0.11, 0.12, 0.12, 0.11, 0.11, 0.12, 0.12, 0.11, 0.11, 0.07, 0.08, 0.09, -0.09, -0.21, -0.22, -0.16, -0.08, -0.24, -0.21, -0.19, -0.11, 0.08, 0.08, 0.09, 0.12, 0.11, 0.12, 0.10, 0.10, 0.12, 0.12, 0.11, 0.12, 0.08, 0.08, 0.09, -0.13, -0.20, -0.18, -0.19, -0.09, -0.22, -0.23, -0.19, -0.11, 0.09, 0.09, 0.08, 0.12, 0.11, 0.11, 0.12, 0.12, 0.12, 0.12, 0.12, 0.11, 0.08, 0.09, 0.08, -0.15, -0.20, -0.19, -0.20, -0.04, -0.22, -0.25, -0.18, -0.10, 0.09, 0.09, 0.09, 0.12, 0.12, 0.12, 0.11, 0.08, 0.11, 0.12, 0.12, 0.12, 0.09, 0.09, 0.09, -0.12, -0.22, -0.19, -0.20, -0.07, -0.22, -0.20, -0.19, -0.10, 0.08, 0.09, 0.09, 0.11, 0.12, 0.10, 0.12, 0.11, 0.12, 0.11, 0.11, 0.11, 0.09, 0.07, 0.09]
}

***

Question: Which formula does entry 2 have?
Answer: C42H109N8NiO18S

***

What did the first record say?
{
  "formula": "CH4NO2",
  "method": "ωB97M-V/def2-TZVPD",
  "relative_energy_ev": 3.753,
  "max_force_ev_per_a": 5.48,
  "e_homo_ha": -0.0419,
  "homo_lumo_gap_ha": 0.2269,
  "lumo_energy_ha": 0.1851,
  "charge": -1,
  "energy_ev": -6684.740,
  "elements": ["O", "H", "C", "N", "O", "H", "H", "H"],
  "coordinates": [[-1.77983, 0.51997, -1.24305], [-2.12925, -0.35757, -0.99119], [0.74112, -0.27446, -0.21437], [0.91903, -0.22110, 1.24943], [1.03717, 0.31720, -1.31224], [-0.73958, 0.37631, -0.93286], [0.20826, -0.59152, 1.81484], [1.74308, 0.23118, 1.62943]],
  "atomic_forces_ev_per_a": [[2.02, -0.80, 0.93], [0.32, 0.66, -0.17], [-3.69, -1.99, -1.40], [2.99, 2.13, -4.06], [2.11, -0.01, 4.65], [-3.30, 0.14, -1.05], [-0.61, -0.60, 0.20], [0.15, 0.47, 0.90]],
  "nbo_charge": [-1.04, 0.44, 0.14, -0.98, -0.72, 0.47, 0.39, 0.30]
}